(1)
DFT (ωB97M-V/def2-TZVPD) results for a single C15H21NO3S2 molecule.

XYZ file:
```
42
Properties=species:S:1:pos:R:3:lowdin_charge:R:1
C 4.226 -1.580 -0.025 -0.0084
C 3.290 -0.373 0.026 -0.5407
N 2.083 -0.710 0.775 0.1126
C 1.146 -1.583 0.311 -0.4845
O 1.365 -2.366 -0.588 0.0751
C -0.180 -1.489 1.041 -0.1002
C -1.343 -1.877 0.126 -0.2384
C -1.318 -1.075 -1.173 -0.4819
S -2.977 -0.920 -1.903 0.9440
C -3.838 0.104 -0.742 -0.5396
C -5.223 -0.027 -0.698 -0.1215
C -5.967 0.749 0.169 -0.0919
C -5.337 1.656 1.006 -0.0993
C -3.961 1.792 0.954 -0.0864
C -3.207 1.027 0.082 -0.0936
C 3.965 0.831 0.712 -0.1544
C 3.098 2.066 0.526 -0.1840
S 2.070 1.685 -0.949 0.7024
O 0.716 1.453 -0.513 -0.3213
O 2.269 2.669 -1.973 -0.3096
C 2.883 0.113 -1.360 -0.1260
H 5.116 -1.348 -0.603 0.0881
H 3.708 -2.415 -0.488 0.0807
H 4.519 -1.865 0.982 0.0922
H 1.760 -0.012 1.424 0.1292
H -0.152 -2.158 1.905 0.1278
H -0.324 -0.468 1.396 0.1131
H -1.291 -2.941 -0.108 0.1159
H -2.278 -1.690 0.659 0.1027
H -0.732 -1.587 -1.935 0.0742
H -0.900 -0.078 -1.032 0.0399
H -5.702 -0.740 -1.351 0.0976
H -7.041 0.640 0.197 0.1019
H -5.917 2.257 1.691 0.0979
H -3.463 2.507 1.594 0.1023
H -2.138 1.170 0.041 0.0924
H 4.939 0.983 0.245 0.1281
H 4.132 0.609 1.767 0.1289
H 2.420 2.255 1.353 0.0999
H 3.665 2.964 0.308 0.1018
H 3.730 0.333 -2.002 0.1202
H 2.189 -0.561 -1.849 0.1126
```

Calculated values
LUMO energy: 0.42 eV
orbital gap: 8.28 eV


(2)
DFT (ωB97M-V/def2-TZVPD) results for C15H22BN7OPd as an isolated structure.

XYZ file:
```
47
Properties=species:S:1:pos:R:3:mulliken_spin:R:1
Pd -0.129 0.239 -0.033 1.2623
C 2.711 -0.552 2.218 0.0161
C 1.330 -0.888 2.655 0.0117
C 0.860 -1.400 3.848 0.0148
C -0.534 -1.466 3.732 0.0251
C -1.529 -1.890 4.751 0.0005
N -0.869 -1.006 2.508 0.0439
N 0.262 -0.687 1.831 0.1022
B -2.271 -0.949 1.799 0.0053
N -2.121 -1.839 0.517 0.0550
N -1.151 -1.578 -0.389 0.1024
C -1.159 -2.556 -1.329 0.0127
C -0.237 -2.522 -2.495 0.0087
C -2.140 -3.474 -0.984 0.0194
C -2.732 -3.000 0.185 0.0231
C -3.870 -3.571 0.953 0.0002
N -2.620 0.493 1.422 0.0464
N -1.793 1.220 0.624 0.1536
C -2.321 2.432 0.433 0.0424
C -1.652 3.464 -0.405 0.0089
C -3.523 2.492 1.136 0.0239
C -3.687 1.258 1.741 0.0318
C -4.801 0.780 2.605 0.0002
H 3.445 -1.062 2.838 0.0002
H 2.887 0.521 2.311 -0.0001
H 2.883 -0.836 1.178 -0.0014
H 1.443 -1.676 4.711 0.0028
H -1.015 -2.284 5.624 0.0002
H -2.203 -2.654 4.365 0.0009
H -2.134 -1.039 5.064 0.0006
H -3.095 -1.412 2.513 -0.0007
H 0.456 -1.681 -2.432 -0.0009
H -0.803 -2.423 -3.421 0.0010
H 0.342 -3.443 -2.566 0.0008
H -2.414 -4.366 -1.521 0.0031
H -4.162 -4.525 0.521 0.0004
H -4.729 -2.900 0.913 0.0004
H -3.617 -3.725 2.002 0.0006
H -0.710 3.098 -0.820 0.0009
H -1.436 4.355 0.183 0.0005
H -2.293 3.760 -1.234 0.0004
H -4.195 3.331 1.195 0.0035
H -5.535 1.574 2.722 0.0006
H -4.443 0.500 3.596 0.0007
H -5.301 -0.084 2.167 0.0007
O -0.197 -3.415 1.562 -0.0129
N 0.464 -2.830 0.929 -0.0127
```

Calculated values
2S+1: 3
⟨S²⟩: 2.006
LUMO energy (alpha / beta): -8.60 / -8.82 eV
orbital gap (alpha / beta): 6.74 / 6.48 eV
net charge: +2


Record-wise energy above the lowest of the compared OMol25 structures with the same formula, charge and spin values, in eV: 0.045; 0.000